Record 1
The following is a DFT calculation (ωB97M-V/def2-TZVPD) of 9 unconnected molecules or ions with the total composition C48H88F6N16P at a distorted geometry.

net charge: +7
energy above the lowest of the compared OMol25 structures with the same formula, charge and spin: 227.4 kJ/mol
HOMO-LUMO gap: 10.061 eV

CARTESIAN COORDINATES (ANGSTROEM)
C  -3.437  0.253  4.324
H  -1.864  7.021  -4.190
C  -4.129  -2.316  -1.119
H  3.613  -2.282  -0.363
C  -0.773  0.873  7.142
H  7.399  -3.042  3.876
H  1.227  2.676  6.246
H  0.645  -4.271  -1.972
C  0.349  2.510  5.620
C  -1.923  7.389  1.806
P  -0.166  -0.231  0.063
C  -2.612  -1.471  -3.913
H  0.908  -9.299  -2.979
H  -2.953  0.532  3.384
N  -2.576  2.001  7.707
H  -0.654  -8.602  -5.476
H  -3.455  1.056  5.054
F  -0.689  1.008  0.950
H  -1.883  2.361  -1.932
H  -0.628  11.030  2.472
H  7.486  -3.169  5.608
C  4.387  0.587  -5.918
N  -2.489  -1.959  3.787
F  1.213  0.579  -0.167
C  -3.460  -2.656  3.101
C  -1.115  4.618  0.934
N  3.771  -2.683  1.695
H  2.921  -0.747  1.846
C  3.302  -3.035  0.360
C  -2.727  -0.985  4.852
H  -0.805  -4.807  1.106
H  -6.122  -1.441  -3.533
C  -1.806  8.730  1.934
H  -2.138  3.729  6.496
C  5.497  -3.312  4.828
H  -3.544  4.074  -3.121
C  -1.885  2.728  6.803
F  -0.739  0.447  -1.300
H  -0.109  -6.575  -2.673
C  0.175  7.810  2.206
H  -2.169  4.648  1.212
C  -2.216  6.102  -4.658
H  1.359  1.861  3.841
H  5.322  -0.170  -3.507
C  4.116  -1.582  3.564
H  3.297  1.932  -8.371
H  -0.840  3.566  0.855
C  -0.451  4.588  -3.777
C  -1.876  0.832  7.906
C  -3.502  -2.640  -3.518
H  4.492  -1.626  -3.529
H  5.526  -4.397  4.765
H  -0.729  -10.166  -4.849
C  -7.312  -0.556  -1.179
H  0.552  -3.418  -3.490
H  2.497  2.987  -1.099
N  -6.077  -1.323  -1.380
H  4.345  0.870  -9.205
N  1.411  -5.358  -3.624
H  2.214  -2.995  0.326
H  2.833  -2.213  -5.639
N  1.278  -7.492  -4.056
C  -0.332  5.384  2.001
C  3.326  -0.781  -7.210
H  -3.298  6.206  -4.622
H  4.905  -4.400  2.241
C  -3.750  2.419  8.504
H  0.774  1.754  -2.433
H  -2.446  9.591  1.832
H  -4.033  -3.008  -4.397
H  0.843  10.317  3.106
H  -3.215  -2.732  -0.736
H  -0.038  0.093  7.046
H  1.123  0.552  4.993
N  4.020  -0.434  -5.136
H  -0.319  -1.972  3.639
C  3.520  -1.488  2.348
H  -5.341  -1.701  0.601
H  -3.168  -4.185  1.507
H  -4.235  3.205  7.930
C  -1.282  -2.330  3.322
H  -2.801  6.804  1.597
H  -0.954  4.981  -0.081
H  -2.107  0.152  8.712
C  0.833  -8.887  -3.986
H  0.399  -4.374  2.247
H  -0.224  1.124  4.050
C  2.362  -5.623  -4.565
C  0.885  2.826  -2.559
H  0.035  3.457  5.190
H  -4.444  -0.044  4.021
C  4.237  1.392  -8.256
H  3.059  -4.849  -4.830
H  4.865  1.485  -5.559
C  -1.619  3.218  -2.524
N  -1.730  4.930  -3.905
H  -1.441  -8.845  -3.914
N  -0.342  3.518  -2.967
C  3.241  -0.050  -2.763
N  -1.456  -3.357  2.475
H  4.084  -0.861  4.364
N  -0.737  2.087  6.518
H  -0.495  4.904  2.962
H  -0.061  -3.198  0.972
C  6.900  -2.735  4.794
H  -7.490  0.128  -2.004
F  -1.559  -1.056  0.279
H  0.712  10.505  1.338
C  0.671  1.457  4.584
C  -5.193  -1.776  -0.462
H  0.925  3.349  -0.516
H  -4.499  -2.396  3.213
H  1.506  2.805  -3.461
H  1.759  4.563  -1.463
H  3.415  -0.455  -1.763
C  -5.623  -1.673  -2.605
H  5.098  2.021  -8.066
H  4.967  -3.000  5.727
F  0.279  -1.532  -0.854
C  -2.796  -3.465  2.217
H  -1.878  6.069  -5.690
C  0.162  10.319  2.256
C  1.172  -4.101  -2.910
H  3.295  1.034  -2.677
C  4.323  -0.560  -3.700
H  -3.308  2.779  9.431
H  -2.050  -1.718  -4.816
H  -2.945  -3.514  -3.182
N  -4.428  -2.251  -2.469
H  -8.117  -1.288  -1.132
H  1.534  -9.510  -4.539
H  -3.236  -0.640  -4.245
C  0.700  -6.485  -3.376
H  3.690  -4.007  0.068
C  2.284  -6.955  -4.812
N  4.683  -2.813  3.707
H  1.248  7.740  2.297
H  2.953  -1.238  -8.113
C  3.320  -1.307  -5.952
H  2.255  -0.459  -2.986
H  -1.736  -0.671  5.178
H  -1.921  -1.176  -3.124
N  -0.455  8.978  2.149
C  -0.422  -3.956  1.666
C  -0.588  -9.136  -4.523
H  -7.249  0.000  -0.249
C  4.529  -3.426  2.516
H  2.066  -3.572  -2.583
C  1.576  3.492  -1.383
H  -4.424  1.578  8.631
F  0.476  -0.908  1.410
N  3.998  0.411  -7.179
C  -2.467  4.064  -3.163
H  6.993  -1.677  5.038
N  -0.686  6.803  2.010
H  0.711  5.358  1.681
H  2.866  -7.542  -5.505
H  -3.291  -1.435  5.668
H  0.372  5.122  -4.224

Löwdin atomic charge list, values in e, 6 entries: number 1, C, carries -0.043; number 2, H, carries 0.111; number 3, C, carries -0.006; number 4, H, carries 0.085; number 5, C, carries -0.041; number 6, H, carries 0.091



Record 2
The following is a DFT calculation (ωB97M-V/def2-TZVPD) of 14 unconnected molecules or ions with the total composition C48H90BF2NO27S6 at a distorted geometry.

HOMO-LUMO gap: 7.973 eV

CARTESIAN COORDINATES (ANGSTROEM)
N  -4.825  -22.219  -2.950
H  -2.712  -30.434  -3.690
C  -3.557  -23.027  -0.750
S  -12.041  -12.585  -2.962
H  -11.923  -22.077  -8.232
S  -4.752  -24.944  -12.056
H  1.877  -29.413  -0.304
O  -8.623  -28.920  0.351
H  6.039  -23.878  9.042
C  -7.625  -28.565  -0.282
H  -0.423  -14.493  -2.482
H  -6.667  -19.892  -3.733
C  5.816  -24.010  7.993
H  -9.211  -13.542  2.432
C  -11.559  -21.816  -9.226
O  -5.575  -23.405  5.011
O  -2.777  -29.774  -5.638
O  -0.115  -16.224  -0.312
C  -10.622  -22.676  -11.596
H  1.432  -30.111  4.986
C  -5.972  -22.238  5.075
C  1.643  -28.395  2.567
H  -10.665  -21.212  -9.069
C  -3.793  -15.848  -10.538
O  -10.999  -23.380  -1.056
S  -3.389  -16.989  -9.125
O  -13.191  -12.809  -3.916
C  -1.413  -22.463  -0.129
O  -4.156  -20.874  6.104
C  4.996  -22.293  -2.957
C  -4.424  -23.401  -1.965
H  -9.763  -22.035  -11.400
C  -1.607  -16.531  1.969
H  7.387  -24.904  5.057
H  -0.885  -17.295  1.679
H  -3.719  -19.441  -9.113
H  -8.505  -28.764  -3.432
H  -11.376  -22.040  -12.061
H  -13.041  -12.518  -0.680
C  -2.715  -22.785  -4.394
O  -7.389  -19.816  3.348
C  -6.789  -13.328  1.390
H  -10.460  -23.501  -12.289
H  -6.567  -14.058  2.169
H  -4.604  -20.776  -1.463
O  -2.135  -16.072  0.713
H  -9.254  -29.456  -2.064
C  -3.586  -21.664  -3.708
H  -1.867  -22.311  0.850
F  3.533  -23.807  8.323
H  -10.201  -13.522  -4.255
H  3.380  -19.348  -3.017
H  -13.823  -21.293  -1.868
S  -11.172  -23.469  -9.986
H  -3.319  -23.488  -4.968
C  -9.071  -12.528  2.806
H  -0.591  -21.767  -0.295
H  -9.559  -27.798  -2.348
H  -1.720  -14.860  -3.448
S  -12.243  -22.595  -0.654
H  -9.866  -13.541  -2.605
H  -3.289  -23.976  -0.286
H  -7.225  -13.891  0.565
C  -1.552  -29.279  -5.932
C  3.672  -20.656  -4.661
H  -9.972  -11.940  2.635
C  4.172  -21.838  -5.121
H  -8.784  -12.589  3.856
C  -12.640  -13.313  -1.309
O  -3.567  -24.890  -11.087
H  -5.379  -23.752  -1.573
H  -6.879  -22.702  -3.377
H  -2.388  -31.716  -4.818
O  -4.263  -16.769  -7.914
H  -2.383  -17.058  2.524
C  -4.076  -25.235  -13.772
H  0.441  -28.400  0.175
C  6.580  -24.734  5.755
C  -5.882  -19.774  -2.986
H  -14.605  -23.227  -0.709
H  -5.002  -27.261  -12.095
H  -1.180  -15.694  2.521
H  3.253  -24.308  5.804
H  -4.578  -16.195  -11.209
C  4.412  -21.124  -2.481
H  -12.317  -21.451  -2.814
C  -5.934  -22.736  -3.920
C  -8.495  -19.144  3.184
O  -8.631  -20.038  5.331
H  1.950  -27.670  -0.440
O  -8.457  -11.302  0.590
O  -2.401  -22.323  -1.109
H  1.470  -28.421  5.166
H  4.572  -20.887  -1.439
C  -5.665  -26.462  -11.764
H  -4.013  -31.026  -4.497
H  5.254  -23.592  -4.650
C  4.859  -22.655  -4.286
C  2.078  -29.251  4.806
H  -4.163  -14.932  -10.077
H  3.149  -19.979  -5.320
C  4.558  -24.014  7.498
H  -5.765  -29.928  1.327
H  -6.055  -26.540  -10.749
O  -6.188  -19.892  5.482
C  6.825  -24.416  7.111
C  4.258  -24.417  6.185
C  5.227  -24.811  5.330
H  -5.689  -23.666  -4.434
H  4.888  -24.943  4.313
C  -8.763  -28.541  -2.397
H  -10.956  -14.813  -3.146
C  -5.432  -21.037  -2.122
H  -0.739  -16.227  -2.951
H  -12.360  -20.269  -1.508
H  -3.977  -20.931  -4.414
C  -5.956  -28.864  1.467
H  5.551  -22.865  -2.228
C  3.755  -20.308  -3.340
H  7.856  -24.359  7.430
H  -13.834  -23.981  -2.059
C  -0.494  -27.712  -7.290
H  -5.834  -12.990  0.989
H  -6.256  -19.075  -2.237
O  -1.939  -15.522  -1.422
H  -12.262  -21.296  -9.877
C  -3.990  -18.626  -9.784
F  3.925  -22.197  -6.378
H  -4.891  -25.125  -14.487
H  -3.195  -24.603  -13.886
O  -6.404  -28.497  0.147
H  2.925  -29.215  5.491
H  -0.895  -23.420  -0.174
O  -8.757  -18.354  2.249
H  0.173  -27.507  -6.453
O  -10.437  -18.731  4.630
O  -0.518  -29.601  -5.334
O  -7.085  -21.803  4.580
C  -1.164  -15.282  -2.610
H  -11.861  -13.784  -0.710
H  0.030  -28.256  -8.076
C  1.527  -28.485  0.147
S  -7.724  -11.791  1.843
C  -9.322  -19.270  4.490
C  -13.685  -23.729  -1.009
H  -4.087  -22.406  -0.027
H  -2.249  -23.437  -3.655
H  -0.760  -26.684  -7.536
O  -7.637  -28.215  -1.552
O  2.197  -28.497  1.421
O  0.496  -28.027  2.790
C  -2.964  -30.800  -4.685
C  -1.294  -15.916  -0.312
H  -5.018  -28.363  1.707
O  2.459  -29.086  3.452
B  -7.341  -20.369  4.727
O  -9.818  -23.781  -9.344
H  -1.938  -22.389  -5.047
H  -5.002  -19.285  -3.403
H  -13.569  -24.692  -0.511
H  -3.438  -18.961  -10.662
C  -10.670  -13.773  -3.303
H  -6.495  -26.684  -12.435
H  -5.057  -18.630  -10.005
H  -4.069  -24.271  -2.516
H  -6.636  -28.751  2.311
C  -5.297  -20.897  5.619
H  -2.900  -15.695  -11.144
H  -6.293  -21.463  -1.609
O  -1.605  -28.353  -6.821
H  -3.060  -21.075  -2.957
H  -5.969  -22.032  -4.751
H  -3.673  -26.249  -13.771
H  -13.534  -13.936  -1.282
C  -12.735  -21.240  -1.830

Löwdin atomic charge list, values in e, 6 entries: number 1, N, carries -0.228; number 2, H, carries 0.090; number 3, C, carries -0.206; number 4, S, carries 0.846; number 5, H, carries 0.038; number 6, S, carries 0.806